Density functional theory data (ωB97M-V/def2-TZVPD) for 9 unconnected molecules or ions with the total composition C24H69N3O15 in a non-equilibrium geometry.

Geometry (Å):
C: 0.7260 3.2037 -4.2989
O: -0.6374 3.4113 -4.2483
C: -1.3188 2.6831 -3.2752
C: -2.7783 2.9259 -3.3928
C: -3.4329 2.2409 -2.1762
N: -3.2800 2.5056 -4.6989
H: 1.2224 3.4403 -3.3405
H: 1.1859 3.8140 -5.0915
H: 0.9183 2.1462 -4.4719
H: -1.1061 1.6170 -3.4603
H: -1.0304 2.9374 -2.2303
H: -2.9843 3.9964 -3.2942
H: -4.5185 2.2955 -2.1868
H: -3.0700 2.7131 -1.2606
H: -3.1739 1.1755 -2.0719
H: -2.8785 2.9688 -5.5070
H: -3.1004 1.5014 -4.7392
C: -4.0779 5.1200 3.1869
O: -2.9199 4.3152 3.1838
C: -3.0083 3.2554 4.0420
C: -1.8720 2.3182 3.8370
C: -0.5626 3.0560 4.0134
N: -1.8670 1.7736 2.4329
H: -4.9410 4.5858 2.7691
H: -3.8869 6.0500 2.6463
H: -4.3482 5.3570 4.2213
H: -3.1179 3.6338 5.0684
H: -3.8723 2.5818 3.8406
H: -1.9567 1.4769 4.5335
H: -0.3759 3.7996 3.2545
H: 0.2744 2.3689 4.1037
H: -0.5504 3.5659 4.9768
H: -1.5478 2.5509 1.8448
H: -2.8458 1.5358 2.2492
C: -5.8009 -3.2597 -2.0886
O: -4.8840 -3.7630 -1.1212
C: -4.2686 -2.6406 -0.4823
C: -3.6564 -3.1435 0.7687
C: -2.6490 -4.2514 0.5233
N: -4.8576 -3.4868 1.6424
H: -5.3252 -2.5065 -2.7327
H: -6.6772 -2.8137 -1.5732
H: -6.1803 -4.0941 -2.7074
H: -3.5600 -2.1093 -1.1404
H: -5.0562 -1.9253 -0.2160
H: -3.2221 -2.3126 1.3343
H: -2.0221 -4.4312 1.4148
H: -1.9545 -4.0328 -0.2843
H: -3.1261 -5.1952 0.2526
H: -5.5144 -4.1417 1.2120
H: -4.5075 -3.8627 2.5239
O: 2.8450 0.9807 -2.6889
C: 2.9588 0.0083 -3.7721
C: 2.0021 -1.1402 -3.4264
O: 1.9964 -2.1276 -4.4334
H: 3.7622 1.3044 -2.5908
H: 2.7392 0.5653 -4.6914
H: 3.9504 -0.4281 -3.9214
H: 1.0135 -0.6636 -3.3147
H: 2.2190 -1.5704 -2.4343
H: 2.3526 -2.9554 -4.1183
O: 2.8285 -2.2218 0.7093
C: 2.7005 -3.3820 -0.1070
C: 3.5199 -4.4861 0.5509
O: 3.8212 -5.5315 -0.3645
H: 2.1132 -1.5928 0.5047
H: 1.6639 -3.7018 -0.2223
H: 3.0726 -3.2044 -1.1254
H: 3.0187 -4.9104 1.4250
H: 4.4531 -4.0176 0.8913
H: 3.1598 -6.2218 -0.3026
O: 5.8037 1.1185 -0.7137
C: 5.2798 -0.2281 -0.7662
C: 6.2278 -1.2368 -0.1939
O: 7.4711 -1.2410 -0.8675
H: 6.6498 1.1611 -0.2370
H: 4.3636 -0.3267 -0.1783
H: 5.0637 -0.4154 -1.8144
H: 5.7138 -2.1864 -0.2018
H: 6.4327 -0.9662 0.8440
H: 7.7128 -2.0310 -1.3459
O: 3.8505 2.6446 0.8108
C: 3.4591 3.7166 -0.0522
C: 1.9867 3.5324 -0.3407
O: 1.2197 3.4945 0.8588
H: 4.5297 2.0720 0.3984
H: 3.5586 4.6770 0.4420
H: 4.0427 3.7247 -0.9801
H: 1.8337 2.5912 -0.8745
H: 1.5712 4.3411 -0.9373
H: 1.6689 2.9132 1.4888
O: 1.6179 -2.5493 5.0013
C: 0.3221 -2.0413 4.6705
C: -0.4852 -2.9875 3.8283
O: 0.2157 -3.3568 2.6372
H: 1.7699 -3.3438 4.4655
H: -0.2790 -1.8854 5.5670
H: 0.4761 -1.0906 4.1541
H: -1.4625 -2.5364 3.5958
H: -0.6336 -3.9192 4.4104
H: 0.3683 -2.5323 2.1287
O: 1.3096 -0.2015 -0.4344
C: -0.0269 0.3561 -0.5212
C: -0.9352 -0.6058 0.2172
O: -0.6684 -0.7057 1.5760
H: 1.7106 0.3342 -1.1307
H: 0.0626 1.3693 -0.1105
H: -0.2907 0.4512 -1.5885
H: -0.8270 -1.6068 -0.1950
H: -1.9803 -0.3149 0.0259
H: -0.8995 0.1570 2.0097

Properties
SMILES: COC[C@H](C)N.COC[C@H](C)N.COC[C@H](C)N.OCCO.OCCO.OCCO.OCCO.OCCO.OCCO
Maximum force in eV/A: 2.052
ΔE to the lowest compared entry with this formula, charge and spin in kJ/mol: 0.0
Kohn-Sham gap in eV: 9.52
LUMO level in eV: 0.37

Löwdin population analysis, charges in e, atoms 1 to 99: -0.112 -0.170 -0.259 -0.441 -0.057 0.045 0.079 0.101 0.070 0.122 0.132 0.145 0.075 0.072 0.069 0.073 0.075 -0.090 -0.174 -0.283 -0.399 -0.058 0.059 0.091 0.094 0.086 0.136 0.132 0.144 0.073 0.078 0.084 0.086 0.091 -0.110 -0.193 -0.252 -0.413 -0.055 0.034 0.086 0.093 0.092 0.122 0.120 0.124 0.069 0.071 0.079 0.068 0.062 -0.109 -0.195 -0.243 -0.040 0.091 0.115 0.116 0.114 0.106 0.083 -0.083 -0.249 -0.239 -0.067 0.044 0.118 0.102 0.124 0.114 0.082 -0.084 -0.212 -0.234 -0.046 0.106 0.113 0.105 0.110 0.133 0.086 -0.074 -0.220 -0.254 -0.081 0.051 0.116 0.122 0.081 0.118 0.082 -0.066 -0.253 -0.258 -0.099 0.080 0.115 0.110 0.111